Entry 1:
Density functional theory data (ωB97M-V/def2-TZVPD) for a molecular structure, C22H36BCl18F16HgN2O8S4.

Last column: Löwdin spin population.
Geometry (Å):
H 5.52 -2.62 3.98  0.00
C -1.96 4.66 -0.60  0.00
Cl -6.89 -2.48 -2.70  0.00
F 3.85 -0.71 -3.65  0.00
Cl -0.01 -6.57 -3.70  0.00
H -5.68 1.98 1.39  0.00
C -5.60 1.49 2.37  0.00
B -1.86 0.69 -4.99  0.03
H -7.23 0.06 1.85  0.00
H -5.18 -4.73 -2.42  0.00
H -7.78 1.56 2.50  0.00
C 5.17 -0.37 3.87  0.00
C -5.81 -2.93 -1.35  0.00
O 1.68 2.66 -1.11  0.02
F 4.05 4.11 -5.03  0.00
C -4.76 -3.91 -1.84  0.00
C -0.73 -5.16 -1.49  0.00
H -2.01 6.50 0.62  0.00
H -2.29 -1.66 2.68  0.00
C 2.78 -1.39 -4.21  0.00
F -2.88 -1.25 0.11  0.00
C -3.46 -2.98 3.92  0.00
C -2.01 -0.80 -0.79  0.00
F 3.16 -2.52 -4.83  0.00
C -0.32 1.48 4.46  0.00
Cl -4.45 0.25 2.15  0.00
F -1.06 1.32 -5.94  0.01
C 5.77 -1.65 4.40  0.00
Cl 5.55 1.01 4.97  0.00
H 0.50 -2.67 2.03  0.00
C 1.16 1.13 4.25  0.00
O 0.87 2.36 1.27  0.03
Cl 2.10 0.76 5.75  0.00
H 4.15 5.40 1.21  0.00
N 1.50 1.19 -4.62  0.10
Cl -1.34 4.27 -2.25  0.03
O -0.45 -0.16 1.22  0.03
Cl 5.34 2.89 0.37  0.00
F 2.08 -0.84 0.31  0.00
C -0.68 -5.06 -2.99  0.00
O -2.13 1.49 0.54  0.01
H 5.67 4.55 -1.34  0.00
H -4.20 -4.31 -1.00  0.00
H -3.46 -2.29 4.77  0.00
H -0.99 -4.21 -1.03  0.00
C -1.74 6.12 -0.37  0.00
H 0.98 -4.33 4.08  0.00
S 1.17 1.77 -0.07  0.07
H 5.56 0.01 2.93  0.00
C -2.21 -2.67 3.06  0.00
S 1.91 2.50 -5.36  0.02
S -1.07 0.59 0.12  0.03
H -5.39 -1.99 -0.99  0.00
O 1.00 3.46 -4.69  0.03
Cl -0.01 6.47 -0.47  0.00
O 0.98 -0.80 -6.24  0.00
F -1.09 -0.29 -4.41  0.04
H 0.03 -4.31 -3.33  0.00
H 1.66 1.98 3.79  0.00
Cl -3.78 -2.94 -2.97  0.00
F 1.96 -1.61 -3.20  0.00
H 4.01 4.32 -1.08  0.00
N -0.13 1.05 -1.03  0.13
C 1.72 -3.65 3.66  0.00
S 2.09 -0.13 -5.62  0.02
Cl -7.11 0.16 4.28  0.00
H -6.48 -3.37 -0.60  0.00
Cl 1.47 -4.66 1.14  0.00
H 2.23 -2.52 1.87  0.00
H -0.80 1.80 3.53  0.00
Cl 7.55 -1.51 4.16  0.00
C 4.95 4.36 -0.54  0.00
F -2.91 0.07 -5.61  0.00
Cl -2.01 -3.94 1.82  0.00
Cl -3.37 -4.56 4.72  0.00
F -2.13 1.56 -3.95  0.07
H -1.37 -2.68 3.75  0.00
H -1.33 4.06 0.07  0.00
Cl -2.03 -6.40 -1.11  0.00
Cl 6.37 6.13 1.02  0.00
C -7.00 0.80 2.61  0.00
C 4.83 5.55 0.37  0.00
F -2.72 -0.33 -1.85  0.01
O 2.01 2.49 -6.81  0.00
Cl -1.20 0.07 5.00  0.00
F 3.28 0.78 1.17  0.00
Hg -0.03 1.44 -3.11  0.23
H -0.39 2.25 5.22  0.00
O 3.20 0.12 -6.50  0.02
F 4.61 2.01 -5.13  0.00
H -3.00 4.37 -0.50  0.00
H 2.70 -4.11 3.74  0.00
F -1.14 -1.70 -1.23  0.00
C 2.57 0.41 0.11  0.03
H 5.45 -1.73 5.44  0.00
Cl 1.81 -2.23 4.78  0.00
F 3.65 2.86 -3.31  0.00
F 3.37 0.46 -1.00  0.01
C 1.44 -3.20 2.19  0.00
H 4.45 6.36 -0.25  0.00
H -2.22 6.82 -1.06  0.00
H -4.31 -2.79 3.26  0.00
H -5.23 2.22 3.09  0.00
C 3.70 2.89 -4.66  0.01
H 0.17 -5.48 -0.97  0.00
H 4.08 -0.41 3.75  0.00
H -1.71 -4.88 -3.31  0.00
H 1.26 0.37 3.48  0.00

The frontier orbital gap (alpha / beta) comes out at 3.66 / 8.81 eV. As for the multiplicity: 2. Its lowest unoccupied orbital energy (alpha / beta) is 3.13 / 3.12 eV. The largest force on an atom is 5.9 eV/A. Its expectation value of S² is 0.75. The charge is -2. The calculation puts the HOMO energy (alpha / beta) at -0.534 / -5.682 eV.

---

Entry 2:
Density functional theory data (ωB97M-V/def2-TZVPD) for 8 unconnected molecules or ions with the total composition C22H36BCl6F4N6O4.

Last column: Löwdin spin population.
Geometry (Å):
B 0.21 1.51 0.09  0.00
Cl 2.58 6.16 -2.23  0.00
H -0.61 -4.08 -1.86  0.00
C -3.57 1.32 -1.69  0.00
H -4.42 1.85 5.00  0.00
C -1.68 5.32 1.95  0.09
C 1.46 -1.34 -3.12  0.00
H 2.99 -5.84 -0.22  0.00
Cl 1.87 4.56 2.80  0.00
N -4.46 1.57 4.03  0.00
H -0.66 3.73 1.07  0.00
H -0.26 -1.45 -1.92  0.00
Cl -0.22 6.60 -2.20  0.00
F -0.59 0.44 0.19  0.00
H 2.47 -7.85 -1.38  0.00
H 3.92 -3.45 -0.41  0.00
N -2.41 0.68 -1.73  0.00
H -1.28 5.00 0.04  0.00
H -3.24 1.50 1.39  0.00
N 2.37 -1.34 1.62  0.00
Cl 1.27 7.18 0.22  0.00
H -2.98 2.98 -0.41  0.00
O -2.45 0.71 4.12  0.00
O -2.18 6.40 1.62  0.78
H -0.08 0.08 -2.66  0.00
H 2.14 0.17 -2.02  0.00
H -3.23 3.31 -2.13  0.00
C 3.36 -1.97 1.00  0.00
H -1.59 0.92 -1.21  0.00
C 0.64 -8.23 -3.15  0.00
H 3.45 0.35 2.08  0.00
H 2.36 2.65 1.55  0.00
Cl 4.24 2.73 2.94  0.00
C -3.40 1.01 3.43  0.00
H 1.77 0.23 2.73  0.00
H 1.20 -9.10 -2.81  0.00
F -0.25 2.39 -0.82  0.00
H -0.33 -2.86 0.26  0.00
N 0.86 -7.00 -2.39  0.00
C -3.42 0.58 1.95  0.00
C 2.97 3.49 1.91  0.00
C 1.08 6.09 -1.19  0.00
H -0.83 -6.08 -3.17  0.00
C -3.59 2.73 -1.28  0.00
C 0.09 -0.98 -2.84  0.00
H -2.56 -0.29 -1.96  0.00
H -2.68 -0.12 1.55  0.00
H 3.40 -0.73 -2.88  0.00
C 2.22 -5.74 -0.97  0.00
C 1.09 -1.72 1.43  0.00
O -4.57 0.78 -2.13  0.00
C 1.93 -6.93 -1.60  0.00
O 1.78 -2.35 -3.72  0.00
H -5.35 1.67 3.56  0.00
C 2.73 -0.27 2.62  0.00
Cl 3.61 4.18 0.42  0.00
H 0.98 5.06 -0.85  0.00
C 0.72 -2.74 0.50  0.00
F 1.53 1.21 -0.19  0.00
H 3.05 -0.77 3.54  0.00
C 0.00 -5.90 -2.51  0.00
H -4.61 3.10 -1.13  0.00
H -2.23 5.59 4.02  0.00
H -0.42 -8.46 -3.08  0.00
H 1.00 -8.07 -4.17  0.00
N -1.20 4.56 0.94  0.04
H 4.36 -1.65 1.28  0.00
H -2.35 3.95 3.55  0.01
C 0.24 -4.75 -1.81  0.00
C 3.06 -3.02 0.09  0.00
H 0.30 -1.18 1.92  0.00
H -4.37 0.22 1.53  0.00
N 2.43 -0.53 -2.68  0.00
C 1.75 -3.45 -0.15  0.00
H -0.74 4.63 3.76  0.01
H -0.57 -1.23 -3.67  0.00
C 1.41 -4.60 -1.07  0.00
C -1.75 4.84 3.39  0.07
F 0.23 2.09 1.34  0.00

The frontier orbital gap (alpha / beta) comes out at 5.93 / 3.66 eV. As for the multiplicity: 2. Its lowest unoccupied orbital energy (alpha / beta) is -7.17 / -9.44 eV. The largest force on an atom is 4.2 eV/A. Its expectation value of S² is 0.75. The charge is +2. The calculation puts the HOMO energy (alpha / beta) at -13.104 / -13.103 eV.

---

Entry 3:
Density functional theory data (ωB97M-V/def2-TZVPD) for a molecular structure, C22H36BIrN6O4PS2.

Last column: Löwdin spin population.
Geometry (Å):
N -3.38 -3.13 1.01  0.00
C 5.22 1.16 -1.31  0.01
O -1.49 3.39 1.34  0.00
H 5.36 3.11 -0.45  0.00
O 0.49 -1.75 -2.03  0.00
O 0.95 -1.57 0.21  0.00
H -2.06 -1.78 1.92  0.00
C 3.26 0.89 0.01  0.01
H 0.55 -4.28 -3.22  0.00
H -4.47 -4.34 -0.30  0.00
H -0.06 1.95 1.81  0.00
H -5.94 -2.53 -0.80  0.00
C 6.20 1.24 1.45  0.00
H -1.74 1.51 2.12  0.00
N -4.87 -1.27 0.50  0.00
H -2.97 -0.87 -2.03  0.00
H -2.87 6.20 -2.43  0.00
H -0.53 2.03 4.25  0.00
H 1.56 -6.11 0.54  0.00
N -2.49 -1.10 -0.01  0.00
C -4.56 -2.37 1.42  0.00
H -4.43 5.48 -1.99  0.00
C 1.07 -5.33 -1.39  0.00
H -3.90 0.42 -0.27  0.00
C -5.08 -1.85 -0.83  0.00
C 0.77 -2.99 -1.52  0.00
C -3.35 5.33 -1.98  0.00
C 1.34 -5.22 -0.03  0.00
H -3.12 4.46 -2.59  0.00
H -3.52 0.04 1.42  0.00
H -1.83 3.20 3.97  0.00
H 6.60 2.78 -1.65  0.00
P -0.74 3.58 -0.11  0.00
C 1.04 -2.88 -0.16  0.00
C -2.25 -2.20 0.93  0.00
C -0.87 2.84 3.60  0.00
H 4.70 -0.32 1.71  0.00
C 6.98 1.90 0.31  0.00
H -5.42 -3.05 1.46  0.00
H 5.97 -0.72 0.55  0.00
Ir 0.37 1.12 -0.96  0.32
H 4.49 1.44 -2.07  0.01
H -3.35 4.28 -0.08  0.00
H -2.73 -4.21 -0.67  0.00
B 0.58 -0.86 -0.95  -0.01
C -2.87 5.14 -0.56  0.00
C 1.34 -3.98 0.61  0.00
C 6.04 2.34 -0.81  0.00
N -3.91 -2.60 -1.31  0.00
H 6.89 0.85 2.21  0.00
H -0.15 3.65 3.63  0.00
H 5.87 0.38 -1.72  0.00
H 7.54 2.76 0.69  0.00
H -1.36 -2.75 0.61  0.00
H 1.08 -6.30 -1.86  0.00
H -3.07 6.02 0.05  0.00
C -3.70 -0.39 0.43  0.00
C -3.62 -3.66 -0.34  0.00
C -2.76 -1.68 -1.33  0.00
H 5.56 1.98 1.94  0.00
S -1.70 2.06 -1.29  0.02
H 7.71 1.19 -0.09  0.00
N 2.15 1.19 0.17  0.02
S 1.35 1.52 -2.82  0.63
C -1.02 2.33 2.18  0.00
C 5.34 0.09 0.94  0.00
C 0.77 -4.20 -2.17  0.00
H -1.88 -2.22 -1.68  0.00
N 4.50 0.55 -0.18  0.00
H -5.29 -1.05 -1.54  0.00
H -4.39 -1.96 2.42  0.00
O -1.44 4.96 -0.55  0.00
H 1.54 -3.88 1.67  0.00

The frontier orbital gap (alpha / beta) comes out at 6.92 / 6.39 eV. As for the multiplicity: 2. Its lowest unoccupied orbital energy (alpha / beta) is -0.52 / -0.80 eV. The largest force on an atom is 1.2 eV/A. Its expectation value of S² is 0.76. For the energy relative to the best compared isomer or geometry (same formula, charge and spin), the calculation gives 54.2 kcal per mole. The calculation puts the HOMO energy (alpha / beta) at -7.439 / -7.188 eV.

---

Entry 4:
Density functional theory data (ωB97M-V/def2-TZVPD) for a molecular structure, C22H36CaFN4O5.

Last column: Löwdin charge in e.
Geometry (Å):
C -2.93 -1.82 1.04  -0.09
O 0.80 1.02 2.69  -0.19
H -0.88 -3.03 4.36  0.10
C 2.44 2.55 -0.49  -0.18
C -0.75 3.81 0.86  -0.15
H 0.75 3.04 3.06  0.13
C 2.93 0.09 2.02  -0.16
N 0.39 0.60 -2.65  0.02
H 0.94 -1.80 -1.68  0.05
O -1.18 2.53 1.26  -0.21
H -2.53 0.44 -1.45  0.03
C 0.50 1.09 -4.84  -0.29
H 0.54 1.32 -6.93  0.09
H -2.90 -1.71 -2.33  0.11
N 0.41 1.58 -3.58  0.03
O 1.39 2.89 0.40  -0.17
H 1.47 2.54 -6.05  0.09
H -0.39 4.40 1.71  0.13
H -3.44 -3.55 2.20  0.11
H -1.60 4.34 0.40  0.14
C -3.28 -3.14 1.22  -0.04
H -0.62 -1.55 2.63  0.12
H 3.78 2.19 1.14  0.13
H 0.08 2.01 4.36  0.14
N 1.04 -3.78 1.06  0.22
C 0.37 3.67 -0.17  -0.17
H 1.47 -3.90 0.16  0.12
Ca -0.04 0.38 0.12  1.37
C 0.51 -2.58 1.35  -0.59
H -0.29 2.63 -6.08  0.09
H -2.83 -1.17 1.91  0.10
H 4.00 0.10 2.27  0.14
H 0.51 -3.97 3.81  0.09
H 0.63 -1.01 -5.49  0.12
H -0.58 -2.17 -2.50  0.07
C 2.18 0.97 3.01  -0.17
C -2.97 -2.12 -1.34  -0.07
O 2.72 0.47 0.68  -0.18
H 2.56 -0.94 2.08  0.12
H -2.88 0.77 0.26  0.03
C -3.45 -3.95 0.11  -0.29
H -1.80 1.37 2.77  0.13
H 4.24 1.37 -0.38  0.14
H 2.32 0.59 4.03  0.14
H -3.49 -4.09 -2.02  0.12
H 2.59 1.99 2.97  0.12
C -0.41 -3.47 3.48  -0.06
H 2.96 3.45 -0.83  0.14
H 0.78 -4.61 1.57  0.10
O 0.66 -1.62 0.59  -0.18
H 0.75 4.67 -0.43  0.15
N -0.10 -2.42 2.54  0.04
F -3.76 -5.26 0.28  0.03
C 0.45 -1.86 -2.66  -0.01
C -2.74 -1.27 -0.24  -0.37
H 0.31 2.55 -3.31  0.15
C -3.31 -3.44 -1.18  -0.01
H -1.09 -4.21 3.05  0.09
C -1.23 2.30 2.66  -0.16
C 0.56 1.95 -6.04  -0.01
H 0.94 -2.61 -3.28  0.09
H -0.03 3.17 -1.06  0.12
C 0.16 2.14 3.27  -0.18
C -2.33 0.12 -0.42  -0.28
C 3.40 1.64 0.27  -0.15
H -1.75 3.12 3.17  0.14
C 0.48 -0.54 -3.32  -0.34
H 2.04 2.00 -1.35  0.10
C 0.55 -0.28 -4.70  0.03

The frontier orbital gap comes out at 6.80 eV. As for the multiplicity: 1. Its lowest unoccupied orbital energy is -1.85 eV. The largest force on an atom is 1.5 eV/A. The charge is +1. The calculation puts the HOMO energy at -8.650 eV.

---

Entry 5:
Density functional theory data (ωB97M-V/def2-TZVPD) for a molecular structure, C22H36ClHfNOP2.

Last column: Löwdin charge in e.
Geometry (Å):
H 1.39 -2.89 1.67  0.11
C -3.58 -1.56 -1.07  -0.26
C 0.05 1.82 -5.56  -0.13
C 0.56 0.08 4.62  -0.10
C 0.43 1.62 1.13  -0.30
H -0.01 3.29 -1.94  0.09
C 0.05 3.74 -4.07  -0.13
H 3.47 0.51 1.34  0.04
H 1.57 -0.26 2.74  0.09
O 0.06 -1.91 0.50  -0.45
Hf 0.05 -0.10 -0.26  1.19
C 3.41 0.93 -1.72  -0.26
H 3.10 0.83 -2.77  0.05
C -0.50 -2.91 2.66  -0.06
H -2.97 0.81 1.86  -0.01
C 0.12 1.34 2.56  -0.33
N 0.01 0.65 -2.08  -0.24
C 0.02 0.96 -4.47  -0.07
C -1.11 1.83 4.63  -0.12
H -0.01 -0.13 -4.57  0.09
H 0.06 4.82 -3.92  0.09
H 4.50 0.93 -1.65  0.05
H -0.58 -4.28 -0.12  0.08
C 3.63 -0.44 0.81  -0.28
H 3.27 -1.25 1.46  0.03
H 1.11 -0.71 5.13  0.11
H 4.70 -0.58 0.62  0.05
H -4.42 1.38 -0.99  0.05
H 3.02 1.89 -1.36  0.04
C -0.38 0.85 5.32  -0.09
H -0.58 0.66 6.37  0.10
C 0.01 2.90 -2.97  -0.07
H -3.12 1.25 -2.23  0.05
H 0.09 3.87 -6.24  0.08
C 0.07 3.21 -5.37  -0.14
H -3.33 -1.65 -2.13  0.05
C 0.33 -3.00 1.39  -0.53
C 3.32 -1.94 -1.58  -0.26
H 0.02 -3.43 3.48  0.09
H 0.06 1.40 -6.57  0.09
H -2.92 -0.96 1.94  0.04
C 0.81 0.33 3.27  -0.08
C 0.18 -4.33 0.67  -0.06
H 4.42 -1.94 -1.60  0.05
H 1.13 -4.64 0.22  0.07
P -2.63 -0.18 -0.34  0.74
C 0.01 1.47 -3.13  -0.48
C -0.88 2.05 3.28  -0.63
H 2.94 -1.97 -2.61  0.05
C -3.30 -0.11 1.36  -0.27
Cl -1.90 3.18 2.47  0.71
H -2.84 2.21 -0.76  0.04
H -0.65 -1.87 2.98  0.05
H -4.67 -1.41 -0.97  0.05
H 2.95 -2.83 -1.06  0.03
H -1.47 -3.40 2.52  0.08
H -4.40 -0.14 1.36  0.05
H -1.86 2.41 5.15  0.10
C -3.33 1.31 -1.15  -0.26
H -0.21 2.40 0.70  0.00
H -0.11 -5.11 1.38  0.08
H -3.29 -2.50 -0.57  0.04
P 2.67 -0.44 -0.75  0.74
H 1.48 1.94 1.04  0.05

The frontier orbital gap comes out at 6.67 eV. As for the multiplicity: 1. Its lowest unoccupied orbital energy is 0.53 eV. The largest force on an atom is 3.1 eV/A. For the energy relative to the best compared isomer or geometry (same formula, charge and spin), the calculation gives 0.0 kcal per mole. The calculation puts the HOMO energy at -6.143 eV.

---

Entry 6:
Density functional theory data (ωB97M-V/def2-TZVPD) for a molecular structure, C22H36FN4O4PSSr.

Last column: Löwdin charge in e.
Geometry (Å):
C -4.22 -2.03 -2.50  -0.08
H 1.49 -3.17 -2.72  0.08
C 4.04 1.12 -1.83  -0.08
C 4.49 -1.04 0.73  -0.12
H -4.31 1.16 -2.28  0.07
C 1.44 -2.25 -0.81  -0.21
H -4.15 2.92 -2.71  0.09
H 2.15 -5.31 -2.08  0.12
C -2.28 4.35 2.10  -0.20
H 3.56 -2.79 1.64  0.13
H 5.35 -1.69 -1.13  0.12
H -2.74 1.83 -2.65  0.06
C -1.56 -0.45 -0.35  -0.12
C 2.30 -4.62 -1.24  -0.25
P 0.84 0.92 3.30  0.20
C -0.16 0.42 1.83  -0.11
H 3.08 1.60 -1.61  0.08
H 3.35 -4.74 -0.97  0.11
C -1.41 0.95 1.57  -0.22
H -1.26 5.86 0.86  0.08
C -3.71 2.07 -2.18  -0.01
H -0.69 3.17 1.32  0.12
H 4.80 1.65 -1.26  0.10
S 2.13 2.28 2.91  0.36
H -3.91 1.36 1.19  0.13
C -2.23 -1.03 -1.53  -0.34
H -1.56 -1.82 -1.96  -0.02
N 0.22 -1.86 -1.08  0.10
H -3.23 -2.63 -0.85  0.13
C -1.30 3.19 2.22  -0.19
N -3.48 -1.73 -1.25  -0.06
Sr -0.82 -1.37 -3.74  1.77
H 1.82 -4.73 0.71  0.07
F -2.11 2.87 -0.67  -0.01
C 3.58 -2.31 0.66  -0.09
H -1.79 6.47 2.48  0.08
H -2.91 4.29 1.21  0.08
O 1.55 -0.37 3.95  -0.19
C 2.10 -3.19 -1.80  -0.12
O -1.99 1.89 2.35  -0.05
H -4.10 3.10 -0.32  0.14
H 3.98 -2.94 -0.12  0.09
H -4.23 0.42 -0.25  0.11
H 4.20 1.20 -2.91  0.09
H 5.31 -1.24 1.43  0.13
N 1.35 -4.96 -0.16  0.02
C 5.00 -0.75 -0.69  -0.22
H -3.69 -1.69 -3.41  0.05
C -2.15 0.47 0.43  -0.05
H 1.02 -1.16 3.79  0.08
N 1.67 -1.00 1.22  0.21
H -2.37 -0.26 -2.34  0.06
H -0.64 3.39 3.05  0.09
H 1.32 -5.98 -0.13  0.08
H -0.39 5.44 2.30  0.08
H 5.88 -0.10 -0.67  0.13
H 3.95 -0.16 1.06  0.11
H -4.39 -3.10 -2.61  0.10
C -1.40 5.63 1.92  -0.08
O -0.16 1.46 4.44  -0.18
O 3.94 -0.27 -1.51  -0.21
H -0.96 0.91 4.50  0.10
C 0.41 -0.53 0.96  -0.18
H -2.85 4.49 3.02  0.12
H -5.20 -1.54 -2.50  0.10
H 3.05 -2.72 -2.06  0.11
C 2.17 -1.83 0.36  -0.18
C -0.27 -0.96 -0.14  -0.15
C -3.51 1.09 0.21  -0.03
C -3.40 2.35 -0.70  -0.32

The frontier orbital gap comes out at 4.34 eV. As for the multiplicity: 1. Its lowest unoccupied orbital energy is -8.39 eV. The largest force on an atom is 1.9 eV/A. The charge is +2. The calculation puts the HOMO energy at -12.724 eV.